No. 1
This record from OMol25 describes C46H47BrN5OP2Tl as an isolated structure. The level of theory is ωB97M-V/def2-TZVPD.

XYZ file:
```
103
Properties=species:S:1:pos:R:3:forces:R:3
Tl -0.45058 -2.14609 -0.44704 0.07 0.16 -1.03
Br 3.82273 1.68156 -6.98233 1.51 1.04 -1.93
C 2.73610 1.18350 -5.65069 -1.59 -1.69 2.94
C 3.31119 0.63955 -4.44133 0.58 0.40 -1.06
C 2.50484 0.02416 -3.51580 -1.77 -0.04 -0.71
C 1.04704 -0.15353 -3.69806 2.59 1.38 -0.20
O 0.31253 -0.73775 -2.86558 -0.24 -0.94 0.97
C 0.57249 0.48030 -4.87930 -2.46 -1.39 1.35
C -0.87315 0.48519 -5.14241 0.23 0.32 -1.88
N -1.79940 0.51964 -4.26600 -0.28 1.15 -0.26
C -3.08939 0.98712 -4.61081 -0.23 -1.33 0.36
C -3.40287 1.81214 -5.70026 0.94 -0.94 0.87
C -4.75653 1.93745 -6.05204 -0.65 -0.59 1.23
C -5.75676 1.59194 -5.17426 -0.65 -0.20 -0.11
C -5.48937 1.05540 -3.87840 0.46 -0.52 -0.86
C -6.51570 1.00722 -2.86466 2.32 -0.57 -0.73
C -6.05481 0.62583 -1.64277 -0.54 0.20 0.32
C -4.76720 0.08935 -1.51192 1.35 -0.94 0.14
N -3.80177 0.02681 -2.41727 -1.39 0.16 -1.16
C -4.13698 0.54746 -3.66434 -0.74 2.38 0.60
C 1.34491 1.07948 -5.81390 2.40 1.00 -0.91
H 4.44601 0.67994 -4.30333 -1.76 -0.01 -0.21
H 2.87121 -0.39733 -2.61864 0.68 -0.40 0.90
H -1.03627 0.51014 -6.29812 -0.44 0.29 1.69
H -2.57290 2.29662 -6.24863 -0.73 -0.57 0.11
H -5.07536 2.16730 -7.02934 0.03 0.92 -1.01
H -6.81764 1.70129 -5.47791 0.81 0.06 0.21
H -7.54392 1.20962 -3.08639 -0.25 0.52 -0.02
H -6.65112 0.75926 -0.75382 -0.24 -0.46 0.09
H -4.50692 -0.46998 -0.60441 -0.19 0.60 0.10
H 0.86047 1.55488 -6.66602 0.20 -0.27 -0.08
N 1.14705 -3.94421 -1.82719 -1.95 -0.27 1.57
C 0.12999 -4.84956 -2.36907 -0.01 0.79 -1.20
C -0.80937 -5.49543 -1.40668 -0.34 -0.85 0.44
N -1.78880 -4.70924 -0.67428 2.23 0.33 0.50
C -2.96663 -4.33653 -1.34806 -2.61 0.98 -0.71
C -2.75722 -3.44913 -2.66837 0.59 -1.47 1.83
N -1.91980 -2.25532 -2.51190 -0.99 0.00 0.63
H 1.71570 -4.43331 -1.15088 0.53 0.13 -0.34
H 1.62444 -3.48582 -2.56253 0.87 0.47 -0.49
H -0.45723 -4.27724 -3.10990 0.61 -0.36 0.18
H 0.61795 -5.68049 -2.86878 -0.01 -0.19 -0.42
H -1.31357 -6.29146 -1.95076 -0.21 -0.20 -0.38
H -0.20956 -6.03804 -0.69188 0.26 -0.14 0.57
H -1.95985 -5.17903 0.20450 -0.27 0.20 -0.03
H -3.63835 -5.21758 -1.64450 0.88 0.90 0.16
H -3.56823 -3.76168 -0.58025 0.37 -0.36 -0.97
H -2.35630 -4.16663 -3.39398 -0.26 0.54 -0.22
H -3.72531 -3.11354 -2.92934 -1.21 -0.14 -0.67
H -1.32082 -2.14815 -3.33939 -0.25 0.75 0.67
H -2.61398 -1.42952 -2.40222 1.81 -0.80 -0.59
C 1.23181 2.55063 5.17420 0.61 -0.16 0.16
C 2.67437 2.06333 5.21593 2.91 1.90 0.91
P 3.00040 1.35035 3.55217 -2.16 0.07 -0.97
C 3.19242 -0.38536 3.53578 0.62 0.71 1.14
C 4.14438 -0.83879 4.47567 0.59 0.77 -0.53
C 4.41841 -2.18786 4.50339 2.08 -0.31 1.54
C 3.68380 -3.01595 3.69217 -0.76 -1.09 0.07
C 2.73121 -2.55340 2.80774 -0.60 0.42 -0.29
C 2.46360 -1.17689 2.68717 -0.07 -1.88 0.55
C 3.98937 2.08405 2.24832 0.60 0.38 0.34
C 4.08570 1.41283 1.02828 1.16 -0.01 -0.25
C 5.00415 1.88585 0.07732 0.17 0.96 1.09
C 5.93044 2.89736 0.40613 -0.06 0.82 -0.04
C 5.82520 3.58450 1.63005 -0.07 0.01 0.09
C 4.84303 3.18332 2.51621 -0.64 -1.16 0.22
P 0.64223 1.71536 3.72349 -0.51 0.63 -0.91
C -0.35521 0.41471 4.39066 -0.56 0.05 0.07
C 0.23546 -0.50948 5.25793 -0.60 -0.71 0.64
C -0.62060 -1.43562 5.85414 -1.09 -0.40 -0.72
C -1.99902 -1.52683 5.53988 0.35 0.28 -0.08
C -2.54623 -0.52173 4.75016 -0.75 -0.60 0.22
C -1.76808 0.50488 4.24939 0.85 0.15 -0.94
C -0.23505 2.86370 2.65003 -0.22 -0.26 0.78
C -0.50681 4.14678 3.13304 0.33 1.21 0.43
C -0.80583 5.18810 2.20869 0.09 -0.74 -0.30
C -1.01416 4.86815 0.87299 1.14 -1.34 0.08
C -0.89684 3.48684 0.47800 -1.04 2.56 -0.95
C -0.55398 2.50908 1.32493 0.12 -0.20 1.46
H 1.22724 3.61715 5.00782 -0.26 0.26 0.41
H 0.65317 2.17839 6.00655 -0.14 0.51 0.42
H 2.97895 1.41731 6.06652 -0.36 0.05 -0.75
H 3.35429 2.97698 5.33193 -0.71 -1.18 -0.05
H 4.71470 -0.07331 5.05976 -0.47 -1.00 -0.34
H 5.25835 -2.64097 5.14986 -1.63 0.94 -0.90
H 3.71769 -4.08706 3.87330 0.41 0.08 -0.36
H 2.13594 -3.29172 2.28399 -0.02 0.21 -0.17
H 1.59677 -0.83557 2.13743 0.21 0.15 -0.38
H 3.71584 0.41092 0.87311 -0.84 0.18 -0.21
H 4.95696 1.49814 -0.90864 0.35 -0.64 -0.64
H 6.76281 3.23282 -0.25480 -1.01 -0.59 0.22
H 6.47933 4.43381 1.91207 -0.33 -0.85 -0.36
H 4.78901 3.48272 3.53541 0.19 1.15 0.50
H 1.30154 -0.53728 5.56455 -0.76 0.09 -0.63
H -0.24285 -2.20405 6.46925 0.67 -0.55 0.80
H -2.70986 -2.33112 5.87660 1.31 0.80 -0.09
H -3.60996 -0.64786 4.52807 0.32 0.69 -0.01
H -2.20571 1.35442 3.69280 0.25 -0.76 0.21
H -0.50530 4.41390 4.23464 0.44 -0.41 -1.52
H -0.74748 6.23817 2.48001 -0.48 -0.24 0.39
H -1.13724 5.64992 0.12084 -0.19 -0.33 0.27
H -1.11271 3.20444 -0.52894 -0.23 0.03 -0.59
H -0.72668 1.49537 1.03522 0.73 -0.69 -0.27
```
Forces are in eV/Å.

Values from the calculation:
**Relative energy (zero: lowest compared OMol25 entry of this formula, charge and spin)**: 96.4 kJ/mol
**Energy**: -151257.306 eV
**Charge**: +2
**Lowest unoccupied orbital energy**: -7.138 eV
**Gap between HOMO and LUMO**: 2.27 eV


No. 2
This record from OMol25 describes C46H47CeCl2N9O7S as an isolated structure. The level of theory is ωB97M-V/def2-TZVPD.

XYZ file:
```
113
Properties=species:S:1:pos:R:3:forces:R:3
Ce 0.01344 -0.19516 0.78579 -2.09 -0.13 -0.21
C -0.24146 -6.38326 -2.84281 0.07 0.11 0.07
C -0.30446 -4.91106 -2.53971 -0.12 0.00 0.07
C 0.46304 -3.99306 -3.25411 -0.12 -0.07 0.03
C 0.41704 -2.65126 -2.96681 -0.03 0.03 0.29
C -0.41176 -2.10516 -1.95721 -0.34 -0.50 -0.19
N -0.41796 -0.76376 -1.68331 0.06 0.09 0.70
C -0.37866 0.08764 -2.74231 -0.04 0.30 -0.30
C -1.00176 -0.25866 -3.96651 -0.14 0.12 0.12
C -1.04086 0.56964 -5.05881 0.17 0.17 0.00
C -0.43686 1.82504 -5.02521 0.16 0.07 0.07
C -0.45436 2.76554 -6.19681 -0.12 -0.02 0.11
C 0.16054 2.20144 -3.83641 -0.17 -0.06 -0.17
C 0.20204 1.37864 -2.71571 -0.49 -0.52 -0.53
N 0.89994 1.92324 -1.61381 0.52 0.30 -0.08
C 2.06314 2.58674 -1.73861 0.03 0.17 0.34
C 2.30324 3.22844 -0.54401 -0.10 0.04 -0.25
C 1.21894 2.87984 0.26159 -0.09 0.24 -0.34
N 0.37754 2.08364 -0.39311 -0.18 0.52 0.11
C -1.20306 -3.04976 -1.25401 0.65 0.10 -0.62
C -1.10996 -4.41076 -1.53011 0.12 -0.03 -0.13
N -2.15356 -2.67776 -0.27901 -0.42 -0.11 -0.12
C -3.36556 -3.25166 -0.13771 -0.30 0.14 0.21
C -3.95596 -2.69696 0.97579 0.15 -0.12 -0.14
C -3.01166 -1.78426 1.45049 0.09 -0.04 -0.07
N -1.93146 -1.77906 0.67979 -0.43 -0.50 0.28
H -0.25016 -6.56426 -3.91791 -0.02 -0.02 -0.04
H -1.08666 -6.90746 -2.40011 -0.01 -0.07 0.02
H 0.67704 -6.82196 -2.44791 0.04 -0.12 0.03
H 1.10674 -4.34606 -4.04881 0.11 -0.02 -0.09
H 1.04374 -1.97296 -3.52381 0.05 0.14 -0.05
H -1.49496 -1.21746 -4.01551 -0.04 -0.07 -0.02
H -1.55676 0.24654 -5.95281 -0.04 -0.06 -0.12
H -0.46426 2.21794 -7.13721 -0.01 0.00 -0.10
H 0.42344 3.41164 -6.18421 -0.01 0.04 -0.05
H -1.34266 3.40054 -6.16331 0.00 0.07 -0.11
H 0.60864 3.18324 -3.76091 0.02 0.09 0.01
H 2.64274 2.53464 -2.63761 0.04 0.00 -0.23
H 3.14374 3.83984 -0.28871 0.19 0.13 0.05
H 1.01454 3.20174 1.26529 -0.05 -0.18 0.13
H -1.69046 -5.09416 -0.92611 -0.07 -0.07 0.06
H -3.73086 -3.97646 -0.83991 0.04 -0.06 -0.08
H -4.91916 -2.92756 1.38589 -0.13 0.00 0.04
H -3.08526 -1.12656 2.29889 0.13 0.08 0.04
C -5.95516 2.12914 -1.16801 0.05 -0.06 0.24
C -5.71656 1.57304 0.23389 -0.20 -0.20 -0.37
N -4.79276 2.34124 1.02789 0.06 0.00 0.30
C -5.28786 3.50024 1.74089 0.03 0.32 0.23
C -4.91486 4.80434 1.03509 -0.08 -0.19 0.09
C -3.45956 2.07804 1.02219 0.15 -0.70 -1.02
S -2.81586 1.08404 -0.19571 0.01 -0.06 0.01
N -2.75566 2.75574 1.92119 0.58 0.60 0.72
C -1.55256 2.42564 2.36729 -1.18 0.14 -0.22
O -0.99146 1.31194 2.25389 0.18 0.51 0.65
C -0.89036 3.51994 3.14479 0.37 0.01 0.05
C 0.39974 3.33154 3.63659 -0.20 -0.17 0.01
C 1.05154 4.36254 4.29039 0.11 0.07 0.05
C 0.41144 5.57544 4.49199 0.07 0.00 0.06
C -0.87836 5.75814 4.01999 0.00 0.16 0.02
C -1.52166 4.74534 3.33489 0.03 -0.10 0.02
H -6.62406 1.46874 -1.71501 -0.11 -0.05 -0.10
H -5.00636 2.17834 -1.69211 0.09 0.03 -0.11
H -6.39736 3.12164 -1.12931 -0.09 0.13 -0.03
H -5.30226 0.56664 0.14169 -0.14 0.05 0.05
H -6.66226 1.52654 0.78539 0.06 -0.06 -0.02
H -4.86606 3.50074 2.74889 -0.15 0.02 -0.05
H -6.37416 3.41514 1.81329 0.03 -0.07 0.05
H -3.83756 4.83944 0.90549 0.12 0.07 -0.02
H -5.23006 5.66384 1.62309 -0.05 0.12 0.06
H -5.38206 4.85914 0.05539 -0.05 0.05 -0.11
H 0.86914 2.36494 3.49809 0.06 0.00 -0.06
H 2.06694 4.23054 4.63629 0.06 -0.08 0.09
H 0.91164 6.37304 5.02619 0.04 0.03 -0.02
H -1.37756 6.70324 4.17979 -0.06 0.08 0.00
H -2.51866 4.88094 2.94669 -0.07 -0.01 -0.03
Cl -2.30016 -3.27736 4.93349 -0.37 0.00 0.13
C -0.65976 -2.63176 4.80499 0.13 0.37 -0.70
Cl 0.44144 -3.58296 5.80449 0.26 -0.11 0.15
C -0.24206 -2.67276 3.27239 -0.13 -0.58 0.97
O -0.15406 -3.77186 2.74579 0.02 -0.26 -0.03
O -0.06716 -1.53276 2.80119 0.11 0.80 0.06
H -0.66146 -1.60646 5.18339 -0.01 -0.31 -0.12
C 1.61814 -5.74146 0.89919 0.02 0.08 0.10
C 2.55384 -4.57996 0.53549 0.38 -0.66 0.04
C 3.22214 -4.80246 -0.82861 -0.07 0.06 0.11
C 3.60614 -4.37996 1.63439 -0.11 0.07 -0.01
C 1.75784 -3.37526 0.47639 -0.48 0.72 -0.16
N 1.12384 -2.42336 0.43649 0.59 -0.91 -0.05
H 2.21214 -6.63606 1.08369 0.06 -0.08 -0.06
H 0.91484 -5.93336 0.09019 -0.04 -0.02 -0.04
H 1.05564 -5.48846 1.79659 -0.06 -0.04 0.00
H 3.77694 -5.73996 -0.81131 0.02 -0.07 0.03
H 3.91554 -3.99206 -1.04901 0.03 0.05 -0.06
H 2.47244 -4.84146 -1.61771 0.00 -0.02 -0.03
H 4.20404 -5.28396 1.73969 0.04 -0.06 -0.02
H 3.11464 -4.16636 2.58059 -0.02 -0.02 0.12
H 4.26034 -3.54446 1.39029 0.07 0.03 -0.01
O 2.03364 0.54434 1.85149 0.46 0.15 0.83
C 2.63654 0.43354 0.76369 1.46 0.15 -0.44
O 2.15644 -0.08836 -0.26681 0.70 0.06 -0.22
C 4.04374 0.97754 0.65309 0.15 0.01 0.20
C 4.69834 1.50984 1.75759 -0.16 -0.17 -0.20
C 5.98564 2.00964 1.63009 0.04 -0.01 -0.01
C 6.61944 1.99984 0.40309 0.14 0.02 -0.31
C 5.94714 1.49174 -0.70901 -0.77 -0.06 1.48
C 4.66594 0.97124 -0.58571 0.31 0.01 -0.18
N 6.57904 1.51594 -1.99061 0.70 0.03 -1.31
O 5.93384 1.16414 -2.96711 0.15 0.10 0.35
O 7.74244 1.89524 -2.05001 -0.32 -0.10 0.04
H 4.18494 1.52234 2.70719 -0.07 -0.03 0.07
H 6.50224 2.40714 2.49139 0.03 0.04 0.05
H 7.62244 2.38384 0.29099 -0.01 0.01 -0.04
H 4.14414 0.57814 -1.44511 -0.02 -0.05 0.02
```
Forces are in eV/Å.

Values from the calculation:
**Energy**: -125023.599 eV
**Multiplicity**: 2
**<S²>**: 0.75
**Charge**: -1
**Lowest unoccupied orbital energy (alpha / beta)**: 1.237 / 1.237 eV
**Gap between HOMO and LUMO (alpha / beta)**: 5.46 / 5.47 eV


Which value of charge does entry 2 give?
-1


Which of these has the highest charge?
C46H47BrN5OP2Tl